Entry from the OMol25 dataset: a gas-phase ion, C5H8NO (charge +1) in a non-equilibrium geometry (ωB97M-V/def2-TZVPD).

```
! wB97M-V def2-TZVPD RIJCOSX def2/J DEFGRID3
* xyz 1 1
C 0.630 2.059 0.064
C 0.729 0.566 0.048
N 1.847 -0.010 0.039
O 2.684 -0.769 -0.220
C -0.479 -0.257 0.457
C -1.182 -0.964 -0.731
C -0.637 -1.776 0.428
H 0.740 2.649 1.069
H -0.450 2.295 -0.304
H 1.346 2.516 -0.765
H -1.190 0.296 1.242
H -0.693 -0.969 -1.760
H -2.344 -0.913 -0.784
H -1.235 -2.288 1.116
H 0.234 -2.435 0.102
*
```

LUMO energy = -0.25897 Ha
orbital gap = 8.4 eV
relative energy (zero: lowest compared OMol25 entry of this formula, charge and spin) = 115.2 kcal per mole
E_HOMO = -15.4 eV

Entry from the OMol25 dataset: a molecular structure, C17H23Cl3OPb in a non-equilibrium geometry (ωB97M-V/def2-TZVPD).

```
! wB97M-V def2-TZVPD RIJCOSX def2/J DEFGRID3
* xyz -2 1
C 2.009 1.514 -1.404
C 2.362 2.076 -0.135
C 1.273 2.868 0.308
C 3.579 1.803 0.638
C 0.256 2.808 -0.669
C 0.710 1.977 -1.733
C -0.092 1.575 -2.891
C 2.788 0.522 -2.148
C 1.201 3.559 1.604
C -1.083 3.412 -0.555
Pb 0.547 -0.748 0.630
Cl 3.545 -0.367 4.091
Cl 2.767 -1.944 1.056
Cl -0.406 0.834 2.628
H 4.131 0.953 0.228
H 3.363 1.567 1.692
H 4.239 2.685 0.612
H 1.717 2.979 2.374
H 0.163 3.698 1.910
H 1.676 4.544 1.546
H -1.482 3.320 0.463
H -1.786 2.955 -1.259
H -1.017 4.485 -0.796
H -1.168 1.606 -2.682
H 0.164 0.569 -3.232
H 0.117 2.287 -3.704
H 3.388 -0.119 -1.494
H 3.470 1.062 -2.818
H 2.140 -0.116 -2.755
O 0.039 -1.023 -1.559
H -0.850 -1.137 -1.947
C -1.804 -1.460 1.258
C -2.286 -2.753 0.888
C -2.885 -3.458 1.972
C -3.402 -4.727 1.791
C -3.347 -5.333 0.516
C -2.766 -4.637 -0.548
C -2.223 -3.364 -0.386
H -2.343 -0.532 0.913
H -1.640 -1.359 2.363
H -2.974 -2.964 2.951
H -3.824 -5.261 2.649
H -3.725 -6.361 0.413
H -2.750 -5.126 -1.517
H -1.790 -2.868 -1.261
*
```

LUMO energy (alpha / beta) = 0.14059 / 0.15039 Ha
orbital gap (alpha / beta) = 4.8 / 5.1 eV
E_HOMO (alpha / beta) = -1.0 / -1.0 eV